{"formula": "C2H4N4", "method": "ωB97M-V/def2-TZVPD", "symbols": ["C", "N", "N", "C", "H", "H", "H", "N", "N", "H"], "coordinates": [[-0.911, 0.105, -0.215], [-1.894, 0.860, 0.507], [0.291, 0.009, 0.152], [1.220, -0.772, -0.636], [2.061, -0.133, -0.933], [-1.376, -0.342, -1.088], [1.631, -1.577, -0.014], [-0.530, 1.700, 2.273], [-1.271, 1.361, 1.496], [0.780, -1.212, -1.541]], "nbo_charge": [0.23, -0.39, -0.47, -0.42, 0.21, 0.17, 0.21, 0.05, 0.25, 0.17], "lumo_energy_ev": 0.9, "multiplicity": 1, "orbital_gap_ev": 10.48, "charge": 0}

{"formula": "C2H4N4", "method": "ωB97M-V/def2-TZVPD", "symbols": ["N", "H", "N", "H", "H", "C", "C", "H", "N", "N"], "coordinates": [[0.622, 1.235, -1.282], [-1.858, -1.744, 0.847], [0.824, 0.140, 0.755], [1.353, 1.850, -0.954], [-0.082, 1.678, -1.844], [0.139, 0.402, -0.310], [-1.034, -1.073, 0.601], [0.988, -1.382, 1.178], [0.104, -0.898, 1.394], [-1.071, -0.252, -0.407]], "nbo_charge": [-0.80, 0.21, -0.37, 0.40, 0.39, 0.46, 0.22, 0.44, -0.46, -0.47], "lumo_energy_ev": 1.1, "multiplicity": 1, "orbital_gap_ev": 10.14, "smiles": "Nc1nc[nH]n1", "charge": 0}

{"formula": "C2H4N4", "method": "ωB97M-V/def2-TZVPD", "symbols": ["C", "H", "H", "C", "H", "N", "H", "N", "N", "N"], "coordinates": [[-0.191, -0.051, -0.042], [0.227, 1.787, 0.843], [0.384, -1.954, -0.845], [0.661, 0.872, 0.466], [-1.899, 0.730, -0.798], [1.939, 0.408, 0.388], [-2.066, 0.040, 0.722], [1.903, -0.776, -0.152], [-1.580, 0.012, -0.162], [0.622, -1.069, -0.420]], "nbo_charge": [0.24, 0.21, 0.42, -0.15, 0.39, -0.23, 0.39, -0.06, -0.86, -0.34], "lumo_energy_ev": 0.8, "multiplicity": 1, "orbital_gap_ev": 10.51, "smiles": "Nc1cnn[nH]1", "charge": 0}

{"formula": "C2H4N4", "method": "ωB97M-V/def2-TZVPD", "symbols": ["N", "C", "H", "H", "C", "N", "N", "N", "H", "H"], "coordinates": [[-0.935, 0.664, -1.205], [-1.269, -0.061, 0.866], [-1.341, 0.630, -2.151], [-2.002, -0.030, 1.668], [1.892, -0.201, 0.052], [-0.091, -0.490, 1.124], [0.735, -0.717, 0.072], [-1.776, 0.168, -0.433], [2.519, -0.455, -0.799], [2.268, 0.492, 0.805]], "nbo_charge": [-0.28, 0.16, 0.32, 0.19, -0.09, -0.24, -0.24, -0.18, 0.18, 0.16], "lumo_energy_ev": -0.1, "multiplicity": 1, "orbital_gap_ev": 8.95, "smiles": "[H]/N=N/C=N\\N=C", "charge": 0}

Record order is preserved below.
Relative energy (zero: lowest compared OMol25 entry of this formula, charge and spin): 246.8; 129.7; 122.7; 350.8 kJ/mol